Entry 1:
One molecule with the formula C6H14Si in a non-equilibrium geometry. Source: the OMol25 dataset; level of theory: ωB97M-V with the def2-TZVPD basis set.

For the total energy, the calculation gives -14323.2491 eV. The structure (SMILES) is CC(C)=[SiH]C(C)C. Its relative energy (zero: lowest compared OMol25 entry of this formula, charge and spin) is 76.6 kcal/mol. The HOMO-LUMO gap comes out at 8.143 eV. The calculation puts the highest occupied orbital energy at -7.43 eV. As for the molar mass: 114.264 Da. The LUMO energy comes out at 0.0263 Eh.

```
! RIJCOSX wB97M-V def2-TZVPD def2/J DEFGRID3
* xyz 0 1
C 3.010 0.614 -0.271
C 1.658 0.029 -0.032
C 1.721 -0.977 1.105
Si 0.157 0.595 -0.764
C -1.448 -0.404 -0.303
C -2.524 -0.145 -1.300
C -1.913 0.133 1.037
H 3.114 1.312 -1.062
H 3.457 1.270 0.558
H 3.871 -0.132 -0.325
H 2.732 -1.232 1.326
H 1.041 -1.842 0.687
H 1.110 -0.478 1.844
H -0.227 1.575 -1.794
H -1.158 -1.428 -0.138
H -2.561 1.012 -1.421
H -2.497 -0.350 -2.393
H -3.579 -0.518 -0.850
H -2.850 -0.202 1.380
H -1.978 1.351 1.006
H -1.135 -0.182 1.711
*
```

Results of the Mulliken charge analysis, in e, for atoms 1 through 5: C -1.4066; C 0.7657; C -1.0868; Si 0.0191; C 0.3030

---

Entry 2:
C6H14Si2 as an isolated structure in a non-equilibrium geometry. Source: the OMol25 dataset; level of theory: ωB97M-V with the def2-TZVPD basis set.

For the total energy, the calculation gives -22196.9011 eV. Its relative energy (zero: lowest compared OMol25 entry of this formula, charge and spin) is 168.9 kcal/mol. The HOMO-LUMO gap (alpha / beta) comes out at 7.052 / 8.418 eV. The calculation puts the highest occupied orbital energy (alpha / beta) at -7.62 / -8.52 eV. As for the molar mass: 142.350 Da. The LUMO energy (alpha / beta) comes out at -0.0210 / -0.0036 Eh.

```
! RIJCOSX wB97M-V def2-TZVPD def2/J DEFGRID3
* xyz 0 1
C 0.447 -0.650 0.161
C 0.620 0.624 0.699
C 1.483 -1.473 -0.127
C -0.843 1.969 1.006
C 0.626 -2.648 -2.349
C 1.256 -2.764 -0.879
Si -0.172 3.450 2.050
Si -2.524 1.529 0.233
H -0.418 -1.114 -0.103
H 1.637 0.934 0.967
H 2.431 -1.109 0.076
H 1.048 -3.341 -3.016
H -0.417 -2.836 -2.246
H 0.931 -1.657 -2.834
H 2.332 -3.199 -1.145
H 0.542 -3.372 -0.215
H 0.431 4.719 1.275
H -1.409 3.976 2.877
H 0.992 2.937 2.962
H -3.366 2.587 -0.234
H -2.624 0.468 -0.703
H -3.002 0.970 1.545
*
```

Results of the Mulliken charge analysis, in e, for atoms 1 through 5: C 0.0469; C -0.5656; C -0.5653; C -0.0779; C -1.0436

---

Entry 3:
C6H15AgBrO4P as an isolated structure in a non-equilibrium geometry. Source: the OMol25 dataset; level of theory: ωB97M-V with the def2-TZVPD basis set.

For the total energy, the calculation gives -97980.7861 eV. Its relative energy (zero: lowest compared OMol25 entry of this formula, charge and spin) is 7.7 kcal/mol. The HOMO-LUMO gap (alpha / beta) comes out at 9.174 / 6.367 eV. The calculation puts the highest occupied orbital energy (alpha / beta) at -14.11 / -14.11 eV. As for the molar mass: 369.928 Da. The LUMO energy (alpha / beta) comes out at -0.1813 / -0.2845 Eh.

```
! RIJCOSX wB97M-V def2-TZVPD def2/J DEFGRID3
* xyz 1 2
Ag -1.313 -0.604 4.324
Br -3.753 -0.341 2.946
C -3.033 -1.407 -1.498
C -2.433 -0.707 -0.320
O -1.039 -1.108 -0.237
P -0.058 -0.389 0.738
O -0.456 -0.333 2.152
O 1.236 -1.222 0.486
C 2.396 -1.091 1.371
C 3.429 -0.206 0.710
O 0.207 1.034 0.149
C 0.430 1.221 -1.274
C 0.570 2.688 -1.550
H -4.115 -1.431 -1.428
H -2.626 -0.956 -2.403
H -2.650 -2.429 -1.521
H -2.487 0.381 -0.402
H -2.901 -1.011 0.625
H 2.027 -0.750 2.338
H 2.773 -2.102 1.505
H 3.960 -0.764 -0.061
H 2.968 0.637 0.189
H 4.143 0.240 1.400
H 1.270 0.599 -1.591
H -0.430 0.818 -1.818
H -0.059 3.269 -0.878
H 1.576 3.071 -1.352
H 0.367 2.894 -2.599
*
```

Results of the Mulliken charge analysis, in e, for atoms 1 through 5: Ag 0.7127; Br 0.0635; C -1.2900; C 0.4455; O -0.2661

---

The highest relative energy (zero: lowest compared OMol25 entry of this formula, charge and spin) belongs to which entry? C6H14Si2